Record 1
ORCA calculation (wB97M-V/def2-TZVPD) on a 11-piece molecular cluster, C42H106O33S8 overall in a non-equilibrium geometry.

The calculation puts the orbital gap at 9.19 eV. Its electronic energy is -7331.66676 hartree. Its SMILES is CCOS(C)(=O)=O.CCOS(C)(=O)=O.CCOS(C)(=O)=O.CCOS(C)(=O)=O.CCOS(C)(=O)=O.CCOS(C)(=O)=O.CCOS(C)(=O)=O.CCOS(C)(=O)=O.COCCOCCOC.COCCOCCOC.COCCOCCOC. The value obtained for the strongest force on any atom is 0.087 hartree/bohr. The relative energy (zero: lowest compared OMol25 entry of this formula, charge and spin) is 940.8 kJ/mol. Its charge is 0.

Last column: Löwdin charge in e.
CARTESIAN COORDINATES (ANGSTROEM)
O1 -6.01872 -3.24158 -0.23667  -0.322
C1 3.60940 -0.33529 4.03865  -0.176
H1 6.58054 2.04875 7.31909  0.121
O2 -7.03717 -5.70625 -4.34595  -0.255
H2 -8.75185 -6.50476 -2.14610  0.071
H3 -1.67349 -3.85246 -1.97336  0.076
S1 1.22135 5.32077 4.79647  0.687
H4 6.91558 3.14376 6.10028  0.115
H5 4.49562 1.83522 -3.36878  0.099
H6 0.22756 -4.55883 0.38715  0.090
C2 4.71027 2.49328 6.12989  -0.173
C3 5.32880 1.99661 -4.05278  -0.289
O3 2.62507 -4.96771 -3.11552  -0.298
H7 5.92936 1.08805 -8.37567  0.063
H8 5.00416 -1.03703 6.48777  0.086
C4 1.92444 6.64095 3.67570  -0.088
H9 3.40563 1.82761 3.83651  0.128
S2 -6.09766 -1.75952 -0.35687  0.731
C5 -2.24582 -3.18753 -1.32652  -0.143
H10 4.88966 2.71775 -4.74214  0.093
H11 -2.82621 -2.44492 4.36157  0.110
H12 -1.29616 -0.82517 -4.83252  0.098
C6 0.40461 -2.24965 7.50732  -0.092
H13 1.44235 -6.67040 1.51207  0.077
H14 6.66850 6.00182 -6.66268  0.123
O4 -1.42123 -2.65161 -0.36473  -0.208
O5 1.79464 7.32695 -3.39360  -0.174
H15 -2.86269 -0.12840 -6.60927  0.074
H16 -0.96825 4.77368 2.82194  0.114
H17 0.17557 -0.31271 -0.91396  0.125
H18 4.48090 -0.42175 3.38971  0.129
C7 -5.76422 0.21110 1.30874  -0.289
H19 -8.40728 -2.25493 -0.17859  0.059
H20 -6.17290 -4.16068 -5.51458  0.120
H21 6.55672 9.02614 -4.34000  0.087
O6 -1.97300 -3.00469 8.19706  -0.310
H22 5.83847 5.98703 7.97107  0.093
C8 6.39050 2.50772 -3.09644  -0.066
C9 -4.28796 -5.48736 1.46901  -0.315
O7 2.22053 4.92320 5.78062  -0.305
O8 -1.08020 3.15871 -3.63324  -0.308
H23 -2.43648 1.08770 -1.79270  0.056
H24 -4.24844 -0.02692 2.92951  0.066
H25 -5.47048 -5.81020 -5.65377  0.123
O9 -6.82855 -6.77210 1.13807  -0.331
H26 0.58923 8.23015 -4.86945  0.094
H27 5.49872 -2.25509 5.17197  0.090
H28 0.33170 8.51298 -3.08827  0.088
C10 -2.14264 -1.59249 0.38307  -0.127
C11 -1.84938 -0.46359 -6.83056  -0.069
S3 -0.92839 1.69116 -3.72621  0.735
H29 -0.33872 -5.88549 -3.23718  0.055
O10 7.34782 -0.59654 -5.96382  -0.298
H30 0.98534 -1.37249 0.25037  0.111
H31 -1.95156 -1.50315 -7.14197  0.078
H32 -0.11681 -6.44602 -1.47811  0.054
H33 -5.00251 -1.51813 5.31786  0.078
O11 0.79481 -3.42615 -2.13561  -0.303
O12 -0.81809 -4.23123 6.26868  -0.290
C12 -4.86037 -4.84821 -3.91167  -0.079
O13 1.10912 4.17559 3.61384  -0.305
S4 -1.16671 -3.01548 6.95686  0.691
O14 -7.50516 -3.30935 -3.48328  -0.328
H34 1.54852 -3.61411 0.58197  0.106
O15 5.61817 0.79532 -4.73805  -0.264
H35 -3.36803 1.13535 -3.33515  0.073
H36 1.24725 -2.61085 6.91776  0.064
C13 4.70374 -1.76340 5.73263  -0.125
H37 3.94837 5.70236 -6.51176  0.119
H38 -3.11240 -3.73270 -0.95245  0.074
H39 6.74853 5.32453 6.60009  0.080
C14 5.50405 1.04698 -7.37291  -0.091
H40 -3.03858 -2.02077 0.83248  0.108
C15 -2.41458 0.89421 -2.86517  -0.082
H41 -7.79993 -5.77560 4.11308  0.071
C16 0.33441 -6.19780 -2.43878  -0.071
O16 -1.53283 -1.79144 5.87046  -0.242
S5 1.50578 -4.70341 -2.19867  0.687
H42 2.66804 -5.51512 2.06413  0.072
C17 1.84945 0.55567 0.08780  -0.211
C18 2.66524 2.29779 -1.13499  -0.119
H43 -2.64880 -4.87599 2.71357  0.079
H44 1.14963 -5.25972 2.59178  0.072
H45 -1.64070 -0.87076 2.39294  0.106
H46 3.13936 5.15492 -3.02203  0.110
H47 1.63236 7.62906 4.03125  0.066
C19 -4.52417 0.61951 2.09631  -0.066
H48 -3.98015 -0.86768 6.61624  0.084
C20 -0.91358 -0.19610 -5.63627  -0.284
H49 3.64492 2.15166 -0.68005  0.093
C21 -1.14482 -1.17869 1.47240  -0.144
H50 -2.69725 -2.34291 -1.84703  0.076
H51 5.05876 4.42400 -6.64597  0.112
O17 -9.37283 -4.67778 -4.46456  -0.330
O18 -0.20433 -0.14951 1.15529  -0.144
H52 7.56761 7.61443 -4.28551  0.082
O19 4.16321 4.80359 -4.75603  -0.176
S6 -8.10698 -4.64139 -3.66366  0.719
H53 -6.05272 -5.24345 4.15471  0.063
H54 5.98603 3.21698 -2.37433  0.077
H55 1.60165 5.84707 -4.87940  0.129
H56 -5.09540 -4.13618 -3.12055  0.055
H57 3.01364 6.60513 3.69766  0.061
H58 0.09935 1.94221 2.93518  0.070
H59 -2.17352 -4.75013 1.03053  0.045
H60 0.45047 -2.51596 8.56329  0.065
H61 2.71186 -0.51864 3.44796  0.115
C22 5.84149 5.22102 7.19563  -0.117
H62 1.71200 9.25592 -3.80080  0.090
C23 -4.11586 -1.69972 5.92531  -0.071
H63 -2.28268 -6.31080 1.57070  0.083
H64 -4.00428 -4.41829 -4.43165  0.071
C24 -0.06019 4.19147 2.66518  -0.195
H65 -7.13628 -4.75608 2.81435  0.052
H66 -1.60996 0.23352 -7.63356  0.076
O20 -5.19581 -0.96089 -1.27714  -0.329
H67 -2.59701 -0.80480 -0.21793  0.101
C25 2.30791 6.55739 -4.44959  -0.200
H68 -0.94439 2.43571 1.66254  0.064
H69 6.93542 1.74781 -2.53636  0.085
H70 1.02509 -6.98630 -2.73766  0.058
O21 -1.30695 1.11901 -5.29225  -0.291
H71 7.37595 8.39235 -5.87068  0.086
H72 -6.55005 0.61222 1.94880  0.124
C26 -0.60529 2.72591 2.65697  -0.072
C27 3.54367 5.73798 -3.84947  -0.113
H73 7.14524 2.96272 -3.73788  0.055
H74 1.67102 6.36057 2.65332  0.056
H75 0.28737 4.35413 1.64497  0.109
H76 2.39550 -0.03043 -0.65139  0.128
O22 1.96230 -5.05340 -0.68317  -0.281
H77 4.39296 -2.62513 6.32333  0.077
O23 -6.30382 -8.11696 3.27436  -0.280
H78 2.41196 0.53260 1.02115  0.124
H79 -4.51901 -5.73596 0.43319  0.113
H80 2.64135 1.80474 -2.10681  0.068
C28 1.64899 -5.61513 1.69044  -0.035
C29 0.62763 -0.35758 0.07687  -0.196
H81 -4.31755 -2.53605 6.59462  0.068
H82 4.68646 0.32809 -7.31954  0.064
H83 -2.20167 -0.17098 -2.95541  0.036
C30 5.99983 6.09649 -5.80709  -0.197
O24 5.70275 7.40540 -5.31736  -0.199
H84 -7.49677 -5.41260 -1.44822  0.041
O25 7.59848 1.94361 -5.94319  -0.308
C31 6.10768 2.86850 6.77824  -0.159
H85 5.04393 5.40016 6.47459  0.071
H86 4.37260 6.39991 -3.59881  0.116
H87 -9.13276 -4.87497 -1.39640  0.065
C32 3.53398 1.06798 4.60760  -0.161
H88 -1.50206 2.58999 3.26147  0.065
C33 -5.95012 -5.09021 -4.99070  -0.272
H89 2.80560 1.04079 5.41805  0.129
H90 -8.22589 -1.14602 -1.51829  0.070
H91 -5.54314 0.77781 0.40428  0.119
O26 1.62031 1.85864 -0.31009  -0.150
O27 4.78518 1.42293 5.23340  -0.173
C34 -2.75699 -5.34322 1.73475  -0.039
C35 6.88021 8.16629 -4.92662  -0.069
H92 -0.50657 -1.97824 1.84850  0.128
H93 -2.80172 -0.80419 4.74929  0.100
O28 -4.60384 -6.41785 2.45147  -0.263
O29 3.56266 -1.33706 5.05967  -0.189
C36 1.05304 8.39296 -3.89658  -0.116
S7 -6.23516 -6.91038 2.49983  0.718
H94 0.11962 -0.46832 -5.85192  0.126
H95 -4.60164 1.61522 2.53296  0.087
C37 -8.44057 -5.47184 -1.99029  -0.071
H96 -8.24962 -0.55135 0.17384  0.065
C38 1.30603 -4.67333 0.49624  -0.270
S8 6.76692 0.76031 -5.99490  0.719
C39 4.74733 5.20969 -5.95764  -0.196
C40 -7.90545 -1.34043 -0.49475  -0.078
O30 5.92460 3.92511 7.70200  -0.196
O31 -0.16450 5.62486 5.24940  -0.323
C41 -2.76270 -1.78373 5.22580  -0.330
H97 5.04145 2.02100 -7.21360  0.039
C42 -6.90427 -5.53549 3.54016  -0.095
H98 -3.63502 0.71535 1.47315  0.066
H99 6.62548 5.53451 -5.11365  0.118
H100 2.61859 3.32826 -1.48719  0.078
H101 2.83477 7.05364 -5.26461  0.107
H102 4.07477 2.07140 6.90851  0.127
H103 4.21449 3.34230 5.65930  0.098
H104 -4.70200 -4.49867 1.66689  0.096
O32 0.31072 1.00983 -3.34841  -0.303
O33 -5.86674 -1.19228 1.16305  -0.268
H105 0.21647 -1.18319 7.38336  0.064
H106 -4.42797 -5.72509 -3.42978  0.077

***

Record 2
ORCA calculation (wB97M-V/def2-TZVPD) on a 9-piece molecular cluster, C42H107N5O14 overall in a non-equilibrium geometry.

The calculation puts the orbital gap at 8.77 eV. Its electronic energy is -2991.02714 hartree. Its SMILES is COCCNCCOC.COCCNCCOC.COCCNCCOC.COCCNCCOC.COCCNCCOC.CC(C)O.CC(C)O.CC(C)O.CC(C)O. The value obtained for the strongest force on any atom is 0.066 hartree/bohr. The relative energy (zero: lowest compared OMol25 entry of this formula, charge and spin) is 837.0 kJ/mol. Its charge is 0.

Last column: Löwdin charge in e.
CARTESIAN COORDINATES (ANGSTROEM)
H1 -10.54046 0.72548 -4.25145  0.076
C1 -10.79596 0.63432 -3.19575  -0.074
N1 10.19783 1.15627 -4.33424  -0.090
H2 10.30682 5.32218 5.11638  0.104
C2 8.08000 4.05662 3.70896  -0.115
C3 -3.27818 0.80534 -6.14683  -0.196
H3 -11.56722 -7.90393 1.83683  0.096
H4 -14.28846 -9.25698 0.55045  0.114
C4 2.80051 -3.08946 2.44163  -0.073
H5 6.49851 1.84178 -3.13906  0.074
C5 -12.07955 -0.18097 -2.93557  -0.493
C6 0.42739 -5.98364 -0.60750  -0.256
C7 12.36081 7.35824 5.04376  -0.183
H6 -3.32318 0.38887 -5.14054  0.115
H7 11.19615 6.94178 6.80302  0.110
C8 -3.90648 -2.29011 -6.51728  -0.166
O1 8.76952 4.89852 2.75485  -0.215
C9 9.12200 2.03489 -4.08188  -0.236
C10 -10.04252 -5.63508 1.89059  -0.233
H8 9.48086 3.03070 -3.82176  0.122
H9 -14.42553 -10.11810 3.78346  0.085
H10 2.99132 10.41625 0.94635  0.073
H11 -3.65611 -0.49967 6.79083  0.081
H12 -6.62246 -2.31948 -4.64099  0.086
H13 -4.16623 1.97747 0.32544  0.081
H14 -13.50764 1.43011 -3.52597  0.074
H15 8.76824 1.62942 -3.13397  0.109
H16 5.52338 1.33033 -4.53597  0.084
H17 -8.44703 -4.90179 3.94094  0.083
N2 -12.08707 -7.03960 1.78399  -0.054
H18 -4.00986 -3.24129 -7.03945  0.126
C11 3.79442 -4.36257 -0.87186  -0.183
H19 8.35922 3.02343 3.50246  0.081
C12 -1.95969 1.96434 0.09209  -0.477
H20 -16.14152 -9.71933 3.53198  0.090
H21 2.47874 -6.51349 -0.86510  0.106
H22 -6.50799 2.94316 -7.21197  0.083
H23 10.50274 0.27598 -2.41097  0.123
H24 -11.90845 -5.09284 0.93947  0.125
O2 -4.27804 -1.92745 9.00942  -0.059
C13 -0.62772 -5.76580 1.50189  -0.101
H25 13.41983 7.59163 4.93372  0.107
H26 5.12933 9.73292 1.78132  0.081
O3 -10.29455 -4.74426 2.95709  -0.190
H27 0.00583 -6.95626 -0.86128  0.118
H28 -8.59127 -3.49095 2.82818  0.081
C14 -5.76149 2.70401 -7.96937  -0.161
O4 -11.74832 -1.42905 -3.40174  -0.049
H29 -13.01386 -9.52064 1.64612  0.118
H30 4.29344 9.14016 3.27063  0.084
O5 7.04482 2.90832 -4.88448  -0.190
H31 4.27505 7.44945 -0.36581  0.084
H32 10.78848 1.57473 -5.03859  0.113
H33 -2.72288 0.56461 -8.02497  0.099
H34 -9.40644 -6.47042 2.18337  0.120
H35 -15.15715 -10.69373 2.33993  0.082
C15 14.10948 1.43035 -4.18502  -0.109
C16 8.10353 2.02719 -5.25245  -0.208
H36 -11.68376 -1.26714 -4.34579  0.086
H37 -4.42031 -2.79327 8.61992  0.074
H38 -2.46394 1.52807 -6.19955  0.122
H39 -2.44033 0.02437 -0.31569  0.080
C17 -11.32253 -5.99349 1.12282  -0.217
H40 8.58321 2.16709 -6.22118  0.117
H41 -0.98710 -6.78566 1.63911  0.083
H42 -5.04647 -2.78173 -4.12154  0.086
C18 11.00256 0.89593 -3.15525  -0.209
N3 2.35153 -4.47103 -1.29510  -0.044
H43 11.29683 1.88052 -2.79182  0.118
H44 -1.23363 -0.00982 0.89446  0.082
C19 4.01253 -4.10481 0.62898  -0.218
H45 12.83688 -0.25097 -2.72622  0.122
H46 4.09095 -3.49800 -1.46574  0.104
C20 -3.01035 -1.41470 8.58437  -0.449
H47 -11.02619 -6.25401 0.10676  0.108
C21 3.74674 8.33929 -0.02352  -0.084
H48 -0.24777 2.30094 0.93328  0.067
O6 -4.53562 2.24945 -7.56243  -0.210
H49 10.71106 5.34395 1.96241  0.115
C22 -2.34501 -2.47912 7.61387  -0.060
H50 11.97542 8.29252 4.63548  0.110
H51 5.31568 2.92210 -3.83324  0.083
H52 12.67703 6.66340 9.01690  0.084
H53 3.64164 -3.38234 3.06998  0.080
H54 10.79784 4.09811 2.99296  0.102
O7 -0.90878 2.88766 0.55854  -0.060
C23 1.76141 -5.82651 -1.31411  -0.201
H55 14.24203 1.87704 -5.17041  0.085
H56 7.00490 4.13761 3.54865  0.078
O8 12.99653 0.64773 -4.49662  -0.198
H57 1.86175 -6.23012 -2.32164  0.111
C24 -5.68871 -2.75087 -5.00170  -0.169
H58 14.94530 0.73175 -4.14670  0.093
H59 -2.90462 -1.87756 -8.24225  0.117
O9 -14.68697 -8.67985 2.44433  -0.188
O10 2.61827 9.76184 1.54147  -0.089
H60 -9.48323 -3.51479 4.32076  0.085
C25 -3.57806 -1.31746 -7.59350  -0.240
C26 -9.11606 -4.15295 3.51699  -0.104
H61 2.89464 7.58222 1.74706  0.142
H62 5.35101 8.15077 2.17707  0.076
H63 7.71046 1.03355 -5.46759  0.111
H64 9.99357 6.77074 4.15694  0.121
N4 12.02655 6.15321 4.21970  -0.051
H65 -2.26157 2.46164 -0.82968  0.131
H66 -5.95746 -3.75642 -5.32532  0.086
H67 2.40575 -2.13929 2.80142  0.082
C27 -13.27186 0.39428 -3.77003  -0.053
H68 8.14628 4.31914 4.76479  0.072
H69 -12.23708 -0.19199 -1.85707  0.139
O11 0.57265 -5.92173 0.76865  -0.183
H70 -1.43384 -5.17353 1.06889  0.090
C28 10.26736 5.04692 2.91267  -0.149
H71 -5.39860 0.56451 -6.44805  0.112
C29 6.05872 2.16463 -4.08270  -0.082
H72 -0.73920 0.34605 -0.74029  0.082
H73 4.47447 -5.17840 -1.11691  0.113
H74 -1.58201 -2.02789 6.97959  0.072
H75 -2.61951 0.67818 7.87634  0.080
H76 -0.36396 -5.36175 -1.02597  0.121
H77 11.75416 -0.84946 -3.99408  0.125
H78 -2.35539 -1.14365 9.41241  0.128
H79 -1.88133 -3.31922 8.13090  0.068
H80 -3.33119 3.31028 0.81986  0.077
C30 -15.17895 -9.85839 3.03981  -0.098
O12 13.26771 6.65339 7.10759  -0.200
O13 3.12978 -3.04536 1.01531  -0.220
H81 12.39740 5.30530 4.62420  0.102
H82 -14.00024 -6.60341 1.10709  0.123
C31 -3.23453 2.22467 0.83429  -0.086
C32 12.17287 7.37918 6.59612  -0.214
H83 -13.08995 -7.50500 -0.09482  0.105
O14 -5.20028 -1.85581 -5.91027  -0.208
C33 10.58405 5.85592 4.20733  -0.223
H84 -3.08929 -2.90808 6.94295  0.073
H85 3.77245 -5.05050 1.11492  0.116
C34 12.19924 0.04541 -3.55909  -0.248
H86 2.79873 8.40674 -0.55722  0.082
C35 3.38931 8.49890 1.42600  -0.437
H87 -13.21885 0.29248 -4.85397  0.074
H88 -9.45384 -5.06137 1.17475  0.109
C36 -3.29346 -0.17120 7.76485  -0.080
H89 13.80259 7.89139 8.74270  0.081
C37 -1.52479 0.52905 -0.00718  -0.058
H90 -3.30748 2.02931 1.90415  0.080
H91 14.08885 2.36124 -3.61835  0.091
C38 -4.63657 1.34020 -6.37250  -0.178
H92 4.98836 -3.72322 0.92940  0.122
H93 -0.42778 -5.49655 2.53902  0.082
H94 -4.20857 0.29606 8.12864  0.072
H95 -4.88762 2.01848 -5.55702  0.121
C39 -13.27220 -7.40380 0.97506  -0.185
H96 -10.91522 1.67790 -2.90448  0.071
H97 -3.12223 -2.13198 -5.77697  0.128
H98 -5.68328 3.51034 -8.69862  0.090
H99 2.04735 -3.86910 2.55566  0.072
H100 12.18082 8.37724 7.03421  0.117
C40 -13.79369 -8.79783 1.40628  -0.255
H101 -6.06784 1.76120 -8.42252  0.086
H102 4.31821 9.16201 -0.45323  0.079
H103 14.43831 6.25417 8.74635  0.091
H104 1.86122 -3.91549 -0.60876  0.082
C41 4.57620 8.91465 2.24238  -0.090
H105 -9.93673 0.21445 -2.67274  0.077
H106 -4.54062 -1.19320 -8.08963  0.118
C42 13.58546 6.86439 8.44905  -0.125
N5 -2.85205 -0.09206 -7.26853  -0.046
H107 -14.19147 -0.16899 -3.61144  0.070